ORCA calculation (ωB97M-V with the def2-TZVPD basis set) on a 3-piece molecular cluster, C4H6O2 overall at a distorted geometry.

Calculated values
LUMO energy (hartree): 0.0324
Relative energy (zero: lowest compared OMol25 entry of this formula, charge and spin) (kJ/mol): 414.0
Orbital gap (eV): 9.67

Structure (XYZ):
```
12
C4H6O2 ωB97M-V with the def2-TZVPD basis set
O 1.10767 -1.08201 -0.77852
C 0.85383 0.21365 -0.58800
C 0.84788 1.41483 -1.05780
C 0.37774 1.23433 0.38158
C -1.09902 -1.28143 2.16245
O -0.36607 -1.98368 1.64744
H 0.85673 -1.56470 0.02149
H -1.70487 -0.82999 -1.10667
H 1.02533 2.14202 -1.83129
H -0.69028 1.31788 0.62013
H 1.02315 1.55429 1.20876
H -2.23210 -1.13519 -0.67957
```

---

ORCA calculation (ωB97M-V with the def2-TZVPD basis set) on one molecule with the formula C4H6O2.

Calculated values
LUMO energy (hartree): 0.0240
Relative energy (zero: lowest compared OMol25 entry of this formula, charge and spin) (kJ/mol): 378.9
Orbital gap (eV): 9.41

Structure (XYZ):
```
12
C4H6O2 ωB97M-V with the def2-TZVPD basis set
O -1.24015 -0.56719 -0.48780
C -2.38969 -1.01044 -0.06825
C -0.31318 -0.36475 0.60702
C 0.57232 0.79434 0.21694
C 1.73514 0.37276 -0.65506
O 2.13528 -0.76383 -0.72348
H -3.03284 -0.88425 -0.96024
H 0.25186 -1.28337 0.77475
H -0.93318 -0.13781 1.47307
H -0.02345 1.56038 -0.29460
H 0.97928 1.27029 1.11911
H 2.22918 1.18198 -1.22955
```

---

ORCA calculation (ωB97M-V with the def2-TZVPD basis set) on one molecule with the formula C4H6O2 at a distorted geometry.

Calculated values
SMILES: C[C@H]1O[C@H]1C=O
LUMO energy (hartree): 0.0260
Relative energy (zero: lowest compared OMol25 entry of this formula, charge and spin) (kJ/mol): 208.6
Orbital gap (eV): 10.96

Structure (XYZ):
```
12
C4H6O2 ωB97M-V with the def2-TZVPD basis set
C 0.04702 -1.45112 -0.61207
C 0.77413 -0.48353 0.28224
O 1.44796 0.65889 -0.23162
C 0.28867 0.87415 0.55512
C -0.92887 1.53494 0.01707
O -1.66494 1.96395 0.87875
H -0.70952 -1.98129 -0.01806
H -0.45673 -0.93935 -1.43575
H 0.72613 -2.20091 -1.02716
H 1.34923 -0.94202 1.08626
H 0.26643 1.28616 1.56412
H -1.13952 1.68013 -1.05891
```

---

ORCA calculation (ωB97M-V with the def2-TZVPD basis set) on a 2-piece molecular cluster, C4H6O2 overall.

Calculated values
SMILES: C=C=C1CO1.O
LUMO energy (hartree): 0.0323
Relative energy (zero: lowest compared OMol25 entry of this formula, charge and spin) (kJ/mol): 370.4
Orbital gap (eV): 10.40

Structure (XYZ):
```
12
C4H6O2 ωB97M-V with the def2-TZVPD basis set
O 1.15687 0.96357 -0.55383
C 2.03375 0.00540 0.10841
C 0.67722 -0.29234 -0.26139
C -0.42816 -0.95274 -0.35656
C -1.55528 -1.61064 -0.43785
O -1.06206 2.12298 0.93885
H -0.21143 2.05651 0.48301
H 2.26837 0.24953 1.14308
H 2.86125 -0.34306 -0.50737
H -1.80548 -2.21187 -1.31004
H -2.28803 -1.57892 0.36704
H -1.64703 1.59159 0.38665
```

---

ORCA calculation (ωB97M-V with the def2-TZVPD basis set) on one molecule with the formula C4H6O2.

Calculated values
SMILES: C1O[C@H]2CO[C@@H]12
LUMO energy (hartree): 0.0399
Relative energy (zero: lowest compared OMol25 entry of this formula, charge and spin) (kJ/mol): 269.6
Orbital gap (eV): 10.83

Structure (XYZ):
```
12
C4H6O2 ωB97M-V with the def2-TZVPD basis set
C 0.59576 -1.36832 -0.05434
O 1.36214 -0.24194 -0.53249
C 0.56942 0.67673 0.23173
C -0.58620 1.27408 -0.55674
O -1.37391 0.08199 -0.35923
C -0.42525 -0.43626 0.58336
H 1.17810 -1.95233 0.67163
H 0.22902 -2.01626 -0.85588
H 1.16186 1.28927 0.91479
H -1.04957 2.13251 -0.05139
H -0.40609 1.50274 -1.61084
H -0.87683 -0.65186 1.55320
```

---

ORCA calculation (ωB97M-V with the def2-TZVPD basis set) on one molecule with the formula C4H6O2.

Calculated values
SMILES: OC1=COCC1
LUMO energy (hartree): 0.0297
Relative energy (zero: lowest compared OMol25 entry of this formula, charge and spin) (kJ/mol): 177.8
Orbital gap (eV): 8.82

Structure (XYZ):
```
12
C4H6O2 ωB97M-V with the def2-TZVPD basis set
O 0.44136 0.36557 -2.11099
C 0.38319 -0.00021 -0.79689
C -0.86532 -0.57472 -0.17369
C -0.64834 0.01775 1.21493
C 1.31922 0.12196 0.14139
O 0.80295 -0.00550 1.41231
H 0.86010 1.23555 -2.11690
H -0.83045 -1.67441 -0.15195
H -1.76823 -0.26664 -0.70627
H -1.05869 -0.51783 2.06763
H -1.02619 1.05650 1.20388
H 2.39038 0.24198 0.01658
```

---

ORCA calculation (ωB97M-V with the def2-TZVPD basis set) on one molecule with the formula C4H6O2 at a distorted geometry.

Calculated values
SMILES: O=CC[C@H]1CO1
LUMO energy (hartree): 0.0349
Relative energy (zero: lowest compared OMol25 entry of this formula, charge and spin) (kJ/mol): 238.2
Orbital gap (eV): 11.07

Structure (XYZ):
```
12
C4H6O2 ωB97M-V with the def2-TZVPD basis set
O -1.55663 0.26885 -1.44218
C -0.41773 0.63648 -1.63728
C 0.66293 0.44358 -0.59459
C -0.00402 0.26329 0.77146
C -0.17272 -1.04939 1.36575
O 0.90023 -0.22117 1.76579
H -0.14086 1.14044 -2.58888
H 1.43507 1.24282 -0.65860
H 1.19115 -0.50395 -0.81500
H -0.90685 0.79523 1.03539
H -0.92975 -1.16909 2.14604
H -0.06081 -1.84708 0.65211
```

---

ORCA calculation (ωB97M-V with the def2-TZVPD basis set) on one molecule with the formula C4H6O2.

Calculated values
SMILES: O=C/C=C\CO
LUMO energy (hartree): 0.0017
Relative energy (zero: lowest compared OMol25 entry of this formula, charge and spin) (kJ/mol): 183.5
Orbital gap (eV): 10.20

Structure (XYZ):
```
12
C4H6O2 ωB97M-V with the def2-TZVPD basis set
O -0.41566 0.98137 -1.65321
C 0.06764 1.50218 -0.65939
C 0.09342 -0.22826 1.03851
C -0.50496 -1.26332 0.12101
O 0.38451 -1.52095 -0.93798
C 0.66342 0.86764 0.52855
H 0.31079 -0.75640 -1.53563
H -0.04471 2.58865 -0.51288
H 0.17503 -0.43755 2.10556
H -0.61030 -2.19882 0.67415
H -1.48911 -0.98435 -0.27853
H 1.36993 1.44982 1.10983
```

---

ORCA calculation (ωB97M-V with the def2-TZVPD basis set) on a 2-piece molecular cluster, C4H6O2 overall at a distorted geometry.

Calculated values
LUMO energy (spin up / spin down) (hartree): -0.0222 / 0.0024
Relative energy (zero: lowest compared OMol25 entry of this formula, charge and spin) (kJ/mol): 503.5
Orbital gap (spin up / spin down) (eV): 7.36 / 8.75

Structure (XYZ):
```
12
C4H6O2 ωB97M-V with the def2-TZVPD basis set
C 1.72886 -0.17374 -0.11382
C -0.97419 -1.38693 -0.33387
C -0.90350 -0.13808 -0.15223
C -1.39552 1.22268 0.09372
O 1.88890 -1.33000 0.16999
O 2.78811 0.76804 -0.20565
H -1.95294 -2.00272 -0.14257
H -0.06004 -1.96393 -0.29865
H -2.43390 1.23426 -0.03381
H -1.02707 2.11274 -0.33397
H -1.19011 1.21615 1.14728
H 3.53140 0.44154 0.20358
```

---

ORCA calculation (ωB97M-V with the def2-TZVPD basis set) on one molecule with the formula C4H6O2 at a distorted geometry.

Calculated values
SMILES: C[C@H]1OCC1=O
LUMO energy (hartree): 0.0332
Relative energy (zero: lowest compared OMol25 entry of this formula, charge and spin) (kJ/mol): 233.1
Orbital gap (eV): 10.94

Structure (XYZ):
```
12
C4H6O2 ωB97M-V with the def2-TZVPD basis set
C -1.40464 -0.51836 -0.36265
C -0.38684 -0.17210 0.70369
O 0.82372 -0.96565 0.22051
C 1.45548 0.20364 -0.31141
C 0.47463 1.05557 0.47200
O 0.46814 2.17703 0.88562
H -1.60141 0.25260 -1.11426
H -0.66344 -1.23452 -0.76129
H -2.33004 -0.99314 -0.02206
H -0.68227 -0.40759 1.73347
H 1.38416 0.32897 -1.40588
H 2.49707 0.29016 -0.00278
```

---

ORCA calculation (ωB97M-V with the def2-TZVPD basis set) on one molecule with the formula C4H6O2.

Calculated values
SMILES: O=COC1CC1
LUMO energy (hartree): 0.0385
Relative energy (zero: lowest compared OMol25 entry of this formula, charge and spin) (kJ/mol): 124.9
Orbital gap (eV): 11.62

Structure (XYZ):
```
12
C4H6O2 ωB97M-V with the def2-TZVPD basis set
O -2.26780 -0.24961 0.82946
C -2.04986 0.14488 -0.28327
O -0.87678 0.58313 -0.76395
C 0.23456 0.60009 0.11550
C 1.48045 0.03214 -0.47480
C 0.77166 -0.68574 0.64520
H -2.79482 0.20176 -1.09188
H 0.26641 1.49280 0.73389
H 1.36598 -0.38164 -1.47224
H 2.42963 0.52299 -0.28692
H 0.22584 -1.59328 0.41207
H 1.21474 -0.66754 1.63695
```

---

ORCA calculation (ωB97M-V with the def2-TZVPD basis set) on one molecule with the formula C4H6O2.

Calculated values
SMILES: O=COC1CC1
LUMO energy (hartree): 0.0375
Relative energy (zero: lowest compared OMol25 entry of this formula, charge and spin) (kJ/mol): 140.9
Orbital gap (eV): 11.40

Structure (XYZ):
```
12
C4H6O2 ωB97M-V with the def2-TZVPD basis set
O 0.49535 0.82787 2.07484
C -0.58090 1.08496 1.60485
O -1.01952 0.88349 0.35480
C -0.20626 0.34765 -0.67921
C -0.21894 -1.13041 -0.90803
C 1.03591 -0.44466 -0.43645
H -1.40268 1.53915 2.17785
H -0.25738 1.00431 -1.54257
H -0.75510 -1.72762 -0.17586
H -0.27911 -1.49845 -1.92783
H 1.33386 -0.58704 0.59211
H 1.85476 -0.29925 -1.13449
```

---

ORCA calculation (ωB97M-V with the def2-TZVPD basis set) on one molecule with the formula C4H6O2 at a distorted geometry.

Calculated values
SMILES: C[C@]1(O)CC1=O
LUMO energy (hartree): 0.0192
Relative energy (zero: lowest compared OMol25 entry of this formula, charge and spin) (kJ/mol): 307.0
Orbital gap (eV): 9.55

Structure (XYZ):
```
12
C4H6O2 ωB97M-V with the def2-TZVPD basis set
C -1.09454 0.76200 0.53128
C 0.20396 1.01383 0.78397
C -0.01897 0.15352 -0.42812
C 0.04505 -1.34447 -0.20928
O -2.17608 0.67791 1.04874
O 0.25704 0.57953 -1.68760
H 0.66500 1.99944 0.62561
H 0.87780 0.70435 1.64740
H -0.14427 -1.41628 0.82116
H 0.98179 -1.77504 -0.48447
H -0.79708 -1.81785 -0.78850
H 1.20030 0.46304 -1.86019
```

---

ORCA calculation (ωB97M-V with the def2-TZVPD basis set) on C4H6O2Rh as an isolated structure at a distorted geometry.

Calculated values
Multiplicity: 6
Net charge: +2
LUMO energy (spin up / spin down) (hartree): -0.3666 / -0.4669
Relative energy (zero: lowest compared OMol25 entry of this formula, charge and spin) (kJ/mol): 181.8
Orbital gap (spin up / spin down) (eV): 8.71 / 7.93

Structure (XYZ):
```
13
C4H6O2Rh ωB97M-V with the def2-TZVPD basis set
O 3.18297 0.48428 -0.44059
C 2.68030 -0.52331 0.14622
H 4.15559 0.48454 -0.51407
H 3.44963 -1.22501 0.51802
C -0.64267 1.25089 0.16143
C -1.71413 0.52489 -0.34198
C -2.29863 -0.68051 0.30773
O -1.10889 -1.23242 -0.18354
Rh 0.58354 -0.58741 0.49277
H -2.22900 0.87516 -1.24842
H -0.41229 2.29797 -0.04431
H -3.16745 -1.07186 -0.24242
H -2.47896 -0.59722 1.38917
```

---

ORCA calculation (ωB97M-V with the def2-TZVPD basis set) on a 2-piece molecular cluster, C4H6O2S overall at a distorted geometry.

Calculated values
SMILES: CC(O)=C=O.C=S
LUMO energy (hartree): -0.0049
Relative energy (zero: lowest compared OMol25 entry of this formula, charge and spin) (kJ/mol): 321.7
Orbital gap (eV): 8.47

Structure (XYZ):
```
13
C4H6O2S ωB97M-V with the def2-TZVPD basis set
C 0.77109 0.57142 -0.25935
C 1.48906 0.88765 0.79802
C 1.03679 -0.42781 -1.33502
C -1.97904 -0.88962 1.23024
O -0.36242 1.48946 -0.33371
O 2.21457 1.18842 1.68122
S -2.09583 -1.01023 2.81193
H 1.76801 -0.04658 -2.07288
H 1.28246 -1.36864 -0.93541
H 0.11295 -0.48420 -1.81143
H -1.63258 -0.10616 0.68564
H -2.07234 -1.88454 0.64239
H -0.53271 2.08083 -1.10164
```

---

ORCA calculation (ωB97M-V with the def2-TZVPD basis set) on one molecule with the formula C4H6O2S at a distorted geometry.

Calculated values
SMILES: CC#CS(C)(=O)=O
LUMO energy (spin up / spin down) (hartree): -0.0632 / -0.0632
Relative energy (zero: lowest compared OMol25 entry of this formula, charge and spin) (kJ/mol): 579.7
Orbital gap (spin up / spin down) (eV): 8.15 / 8.15

Structure (XYZ):
```
13
C4H6O2S ωB97M-V with the def2-TZVPD basis set
C 1.82201 -0.31474 0.13912
C 0.61609 -0.15811 0.31584
C 3.12144 -0.68148 -0.26053
C -3.28930 0.57197 -0.27829
O -1.72319 -0.98070 1.46585
O -1.44268 -1.34277 -0.95738
S -1.34086 -0.47029 0.14046
H 3.75892 -0.55436 0.64062
H 3.63283 -0.25126 -1.07725
H 3.03257 -1.75382 -0.48602
H -4.08424 0.32510 0.39253
H -3.18519 0.11577 -1.19080
H -3.01816 1.61312 -0.22071
```

---

ORCA calculation (ωB97M-V with the def2-TZVPD basis set) on C4H6O3Pd as an isolated structure at a distorted geometry.

Calculated values
Multiplicity: 4
Net charge: -1
LUMO energy (spin up / spin down) (hartree): 0.1135 / 0.0997
Relative energy (zero: lowest compared OMol25 entry of this formula, charge and spin) (kJ/mol): 415.5
Orbital gap (spin up / spin down) (eV): 3.48 / 6.05

Structure (XYZ):
```
14
C4H6O3Pd ωB97M-V with the def2-TZVPD basis set
H 0.87934 -1.64938 0.83580
C 0.64405 -0.65036 1.23991
C -0.53214 -0.04925 0.64735
H -1.49778 -0.30247 1.10577
H 0.42705 -0.58404 2.34890
O 1.95961 0.08490 1.18992
O 2.54514 0.16682 2.52697
Pd 1.89774 1.69525 1.67290
C -1.58314 0.12292 -1.69655
C -0.54582 0.09170 -0.82995
O -1.47645 0.38697 -3.06672
H -2.62307 -0.04244 -1.40666
H 0.45815 0.19629 -1.27646
H -0.55268 0.53310 -3.29118
```

---

ORCA calculation (ωB97M-V with the def2-TZVPD basis set) on C4H6O3Sc as an isolated structure at a distorted geometry.

Calculated values
Multiplicity: 2
Net charge: +4
LUMO energy (spin up / spin down) (hartree): -0.8616 / -0.8609
Orbital gap (spin up / spin down) (eV): 4.32 / 5.54

Structure (XYZ):
```
14
C4H6O3Sc ωB97M-V with the def2-TZVPD basis set
H 1.58315 -1.68426 -1.03389
O 0.67641 0.20253 -0.82792
C -0.36537 0.06243 0.07063
O -0.15296 -0.06738 1.25737
Sc -0.29567 -0.32903 3.26104
O -1.44942 0.10651 -0.56908
C -2.68664 0.46060 0.10812
H -2.98632 -0.37718 0.74656
H -2.51938 1.37278 0.69055
H -3.40476 0.62743 -0.69544
C 1.68837 -0.60606 -0.81028
C 2.97764 -0.05779 -0.78438
H 3.10119 1.01997 -0.66796
H 3.83376 -0.73056 -0.74532
```

---

ORCA calculation (ωB97M-V with the def2-TZVPD basis set) on C4H6O5 as an isolated structure at a distorted geometry.

Calculated values
LUMO energy (hartree): -0.0025
Relative energy (zero: lowest compared OMol25 entry of this formula, charge and spin) (kJ/mol): 390.2
Orbital gap (eV): 7.84

Structure (XYZ):
```
15
C4H6O5 ωB97M-V with the def2-TZVPD basis set
C 1.27305 0.04477 0.90270
C -0.87063 0.34578 -0.07556
C 0.77888 -0.61336 -0.61030
C -0.15631 0.03507 1.13582
O -2.12610 -0.23544 -0.15446
O -0.81233 1.60537 -0.61206
O 1.27529 0.29791 -1.58440
O -0.65756 -0.85192 1.96859
O 0.77176 -1.81463 -0.82026
H -2.73687 0.43205 -0.49206
H -0.06977 1.60832 -1.24361
H 1.38158 -0.24111 -2.38231
H -1.59048 -1.00606 1.72369
H 1.70319 1.02105 0.70605
H 1.83630 -0.62780 1.53818
```

---

ORCA calculation (ωB97M-V with the def2-TZVPD basis set) on one molecule with the formula C4H6O5 at a distorted geometry.

Calculated values
SMILES: CC(OC(=O)O)=C(O)O
LUMO energy (hartree): 0.0013
Relative energy (zero: lowest compared OMol25 entry of this formula, charge and spin) (kJ/mol): 308.4
Orbital gap (eV): 8.11

Structure (XYZ):
```
15
C4H6O5 ωB97M-V with the def2-TZVPD basis set
C 0.23813 -0.49125 0.82255
C -1.84180 0.90788 0.16198
C 1.04436 -0.26574 -1.22554
C -0.76221 -0.08012 -0.06472
O 0.37957 0.21978 1.98698
O 0.59144 -1.81336 0.93858
O 1.34399 1.04673 -1.43388
O 1.78755 -1.19190 -1.49785
O -0.43998 -0.38022 -1.33580
H 0.71063 -0.40728 2.64789
H 0.99668 -2.10611 0.09452
H 2.27578 1.04949 -1.70456
H -2.65879 0.71402 -0.53793
H -1.47006 1.91702 -0.04543
H -2.19529 0.88106 1.19321
```